Density functional theory data (ωB97M-V/def2-TZVPD) for C25H38N5O2SSiV as an isolated structure at a distorted geometry.

Geometry as ORCA input:
```
! RIJCOSX wB97M-V def2-TZVPD def2/J DEFGRID3
* xyz 1 2
V -0.085 0.837 2.045
N 2.237 1.139 1.633
C 2.431 2.032 0.479
C 3.657 2.945 0.627
C 3.769 4.217 -0.220
C 3.711 4.093 -1.749
N 4.078 2.779 -2.293
C 3.240 1.972 -2.932
N 3.732 0.924 -3.618
N 1.933 2.184 -2.880
C 1.107 2.753 0.227
O 0.968 3.483 -0.750
O 0.180 2.478 1.065
H 2.228 1.685 2.494
H 3.006 0.485 1.718
H 2.567 1.385 -0.394
H 4.541 2.318 0.478
H 3.704 3.271 1.669
H 4.707 4.692 0.072
H 2.979 4.916 0.057
H 4.377 4.820 -2.211
H 2.709 4.318 -2.102
H 5.056 2.540 -2.331
H 4.703 0.892 -3.873
H 3.112 0.291 -4.092
H 1.534 2.795 -2.143
H 1.301 1.564 -3.362
C -2.128 0.924 1.624
Si -2.569 -0.657 0.814
C -1.351 -1.859 1.649
N 0.025 -1.265 1.689
C 0.883 -1.968 2.687
C 1.197 -3.411 2.313
C 1.618 -3.541 0.837
C 1.902 -2.167 0.239
C 0.644 -1.316 0.315
C -2.176 -0.552 -1.029
C -1.718 0.641 -1.596
C -1.364 0.711 -2.940
C -1.452 -0.417 -3.744
C -1.905 -1.615 -3.200
C -2.265 -1.673 -1.862
C -4.280 -1.350 1.074
C -5.181 -1.558 0.028
C -6.457 -2.050 0.268
C -6.855 -2.343 1.564
C -5.978 -2.136 2.621
C -4.706 -1.644 2.375
H -2.679 1.019 2.562
H -2.331 1.819 1.035
H -1.314 -2.872 1.233
H -1.687 -1.945 2.688
H 0.371 -1.899 3.643
H 1.799 -1.386 2.792
H 0.341 -4.051 2.527
H 1.997 -3.746 2.975
H 0.814 -4.002 0.256
H 2.483 -4.195 0.735
H 2.186 -2.250 -0.813
H 2.739 -1.687 0.753
H -0.099 -1.719 -0.368
H 0.848 -0.295 -0.041
H -1.646 1.539 -0.990
H -1.064 1.663 -3.367
H -1.200 -0.362 -4.796
H -1.994 -2.495 -3.825
H -2.628 -2.615 -1.460
H -4.892 -1.327 -0.991
H -7.142 -2.201 -0.556
H -7.850 -2.726 1.753
H -6.289 -2.355 3.635
H -4.043 -1.476 3.219
S -0.088 0.999 4.059
*
```

Properties
Lowest unoccupied orbital energy (alpha / beta) in eV: -2.7 / -2.7
HOMO-LUMO gap (alpha / beta) in eV: 8.10 / 8.11
⟨S²⟩: 0.806
Strongest force on any atom in hartree/bohr: 0.021
E_HOMO (alpha / beta) in eV: -10.82 / -10.83

The computed Löwdin charges, all in e, follow: 0.381 0.032 -0.276 -0.130 -0.154 -0.132 0.098 -0.441 0.200 0.227 -0.544 0.037 -0.117 0.074 0.105 0.133 0.117 0.127 0.116 0.121 0.129 0.110 0.162 0.124 0.124 0.067 0.109 -0.303 0.616 -0.192 -0.281 -0.212 -0.156 -0.170 -0.176 -0.176 -0.254 -0.086 -0.101 -0.091 -0.076 -0.108 -0.241 -0.093 -0.079 -0.080 -0.080 -0.098 0.012 0.019 0.100 0.096 0.100 0.101 0.111 0.119 0.114 0.112 0.118 0.103 0.101 0.099 0.092 0.100 0.102 0.107 0.113 0.094 0.105 0.106 0.106 0.101 0.311

---

Density functional theory data (ωB97M-V/def2-TZVPD) for C25H39GeN5O4PSSr as an isolated structure at a distorted geometry.

Geometry as ORCA input:
```
! RIJCOSX wB97M-V def2-TZVPD def2/J DEFGRID3
* xyz -1 1
Sr -0.199 0.163 -0.227
C 3.855 -1.289 -2.443
C 2.717 -0.990 -1.511
N 2.235 0.178 -1.289
N 2.798 1.222 -1.957
C 2.202 2.388 -1.794
N 2.881 3.416 -2.404
S 0.790 2.898 -0.927
C 2.169 -2.167 -0.730
C 2.731 -3.439 -0.897
C 2.261 -4.485 -0.123
C 1.252 -4.259 0.798
C 0.736 -2.975 0.901
N 1.193 -1.973 0.163
H 3.554 -2.021 -3.195
H 4.703 -1.713 -1.898
H 4.177 -0.380 -2.941
H 3.562 3.126 -3.088
H 2.371 4.262 -2.570
H 3.514 -3.610 -1.617
H 2.686 -5.473 -0.246
H 0.851 -5.049 1.418
H -0.071 -2.736 1.586
O -2.927 0.169 3.705
C -2.388 -0.044 2.426
O -1.274 0.756 2.221
C -3.013 -0.712 1.423
C -4.260 -1.451 1.582
C -4.785 -2.121 0.524
C -4.164 -2.140 -0.748
C -2.995 -1.418 -0.855
N -2.450 -0.738 0.153
C -2.195 -1.386 -2.200
O -2.667 -1.976 -3.168
O -1.093 -0.744 -2.152
H -3.758 -0.313 3.749
H -4.787 -1.482 2.532
H -5.718 -2.660 0.667
H -4.567 -2.673 -1.593
C -0.678 1.760 5.312
Ge -1.315 3.045 3.985
C 0.003 4.486 3.784
C -3.003 3.844 4.579
C -1.575 2.174 2.225
H -0.298 2.291 6.187
H 0.120 1.140 4.910
H -1.489 1.097 5.601
H 0.422 4.752 4.756
H -0.458 5.377 3.357
H 0.824 4.200 3.125
H -2.877 4.330 5.549
H -3.762 3.068 4.676
H -3.364 4.592 3.872
H -0.892 2.641 1.507
H -2.598 2.291 1.854
C 5.326 -1.246 2.503
C 3.919 -1.166 1.925
P 2.943 0.376 2.202
C 2.843 0.377 4.060
C 2.848 1.758 4.701
C 4.235 1.640 1.824
C 3.696 3.045 1.589
H 5.751 -2.244 2.376
H 5.354 -1.018 3.570
H 5.997 -0.543 2.008
H 3.300 -1.992 2.293
H 3.963 -1.305 0.843
H 3.647 -0.221 4.498
H 1.912 -0.137 4.312
H 3.788 2.279 4.518
H 2.710 1.689 5.782
H 2.046 2.390 4.318
H 4.691 1.282 0.893
H 5.040 1.643 2.567
H 2.849 3.031 0.906
H 4.466 3.686 1.155
H 3.364 3.515 2.515
*
```

Properties
Lowest unoccupied orbital energy in eV: 2.3
Relative energy (zero: lowest compared OMol25 entry of this formula, charge and spin) in kJ/mol: 239.92
HOMO-LUMO gap in eV: 4.86
Strongest force on any atom in hartree/bohr: 0.020
E_HOMO in eV: -2.58

The computed Löwdin charges, all in e, follow: 1.301 -0.045 -0.297 -0.047 -0.030 -0.907 0.031 0.462 -0.238 -0.019 -0.061 -0.056 -0.118 0.004 0.084 0.078 0.058 0.081 0.056 0.098 0.105 0.102 0.121 0.002 -0.394 -0.242 -0.254 -0.062 -0.125 -0.073 -0.242 -0.043 -0.638 0.000 -0.262 0.071 0.078 0.090 0.088 -0.203 0.848 -0.221 -0.222 -0.250 0.020 -0.006 0.011 0.014 0.015 0.001 0.012 0.013 0.014 0.032 0.099 -0.156 -0.429 0.980 -0.416 -0.168 -0.435 -0.165 0.065 0.053 0.060 0.072 0.048 0.059 0.058 0.060 0.072 0.041 0.074 0.072 0.005 0.070 0.047

---

Density functional theory data (ωB97M-V/def2-TZVPD) for a 2-piece molecular cluster, C25H39NO10S4 overall at a distorted geometry.

Geometry as ORCA input:
```
! RIJCOSX wB97M-V def2-TZVPD def2/J DEFGRID3
* xyz 0 1
C 1.956 -4.618 3.776
C 1.643 -3.333 2.783
C 1.034 -1.959 3.490
C 0.683 -0.713 2.480
C 0.898 -0.741 0.827
C 0.433 0.607 0.018
C -0.558 0.316 -1.276
S -0.289 1.924 -2.274
C 0.908 1.637 -3.686
C 2.491 1.566 -3.250
O 3.098 0.353 -3.253
O 3.252 2.810 -2.910
C 3.697 2.789 -1.508
C 5.188 3.473 -1.270
C 5.206 5.100 -1.526
O 5.639 3.066 0.073
C 5.149 3.979 1.122
O 5.999 4.934 1.591
C 3.639 3.919 1.771
S 3.712 3.874 3.679
O -0.068 -0.685 -2.281
S -1.404 -1.116 -3.281
O -1.152 -2.581 -3.711
O -1.770 -0.215 -4.485
O -2.615 -0.829 -2.116
C -2.168 0.029 -0.978
C -2.601 -0.693 0.429
C -2.931 -2.298 0.311
C -1.669 -3.233 -0.157
S -2.444 -4.719 -1.076
C -3.207 1.325 -1.164
C -3.059 2.454 0.016
O -1.979 3.192 0.286
N -4.265 2.651 0.939
C -5.220 3.503 0.134
C -3.871 3.286 2.255
C 1.544 -2.101 0.180
C 1.914 -3.396 1.167
H 2.790 -4.400 4.567
H 0.924 -4.863 4.321
H 2.181 -5.552 3.097
H 0.840 -1.921 4.667
H 0.221 0.260 2.992
H -0.005 1.458 0.731
H 1.421 1.089 -0.444
H 0.671 0.707 -4.362
H 0.810 2.586 -4.403
H 2.921 3.418 -0.885
H 3.784 1.682 -1.114
H 5.943 2.977 -2.041
H 4.195 5.557 -1.132
H 5.336 5.280 -2.691
H 6.139 5.585 -0.983
H 3.010 2.973 1.447
H 2.984 4.884 1.522
H 3.951 5.207 4.090
H -1.832 -0.425 1.302
H -3.621 -0.173 0.766
H -3.905 -2.533 -0.337
H -3.216 -2.655 1.414
H -1.031 -3.682 0.719
H -0.939 -2.739 -0.926
H -1.613 -4.898 -2.219
H -4.295 0.844 -1.064
H -3.176 1.767 -2.267
H -4.559 4.322 -0.420
H -5.674 2.808 -0.723
H -6.052 3.963 0.822
H -4.769 3.173 3.002
H -2.929 2.759 2.750
H -3.689 4.430 2.088
H 1.725 -2.127 -0.976
H 2.356 -4.344 0.642
C -3.148 -8.759 -0.354
O -2.264 -8.243 0.624
H -3.265 -9.833 -0.196
H -4.121 -8.271 -0.261
H -2.734 -8.582 -1.350
H -2.179 -7.288 0.458
*
```

Properties
Lowest unoccupied orbital energy in eV: -0.2
HOMO-LUMO gap in eV: 8.50
Structure (SMILES): Cc1ccc(C[C@@]2(SCC(=O)OC[C@@H](C)OC(=O)CS)OS(=O)(=O)O[C@]2(CCCS)CC(=O)N(C)C)cc1.CO
Strongest force on any atom in hartree/bohr: 0.178
E_HOMO in eV: -8.72

The computed Löwdin charges, all in e, follow: -0.125 -0.191 -0.029 -0.042 -0.140 -0.146 -0.498 0.930 -0.345 -0.259 -0.017 -0.102 -0.141 -0.279 -0.058 -0.081 -0.291 -0.034 -0.446 0.622 -0.283 0.863 -0.304 -0.308 -0.228 -0.321 -0.098 -0.238 -0.502 0.629 -0.048 -0.272 -0.049 -0.225 -0.105 -0.117 -0.007 -0.018 0.084 0.091 0.080 0.102 0.092 0.138 0.099 0.100 0.125 0.130 0.147 0.174 0.096 0.103 0.102 0.083 0.110 -0.106 0.124 0.127 0.112 0.129 0.075 0.050 -0.107 0.144 0.140 0.114 0.106 0.110 0.100 0.110 0.100 0.098 0.091 -0.176 -0.147 0.078 0.074 0.073 0.028